Density functional theory data (ωB97M-V/def2-TZVPD) for a structure of composition C56H145ClCuF4N13O33S5Y.

Output
Spin multiplicity: 2
E_LUMO (spin up / spin down), eV: -0.85 / -2.16
HOMO energy (spin up / spin down), eV: -8.354 / -8.354
Orbital gap (spin up / spin down), eV: 7.5 / 6.2
Total energy, Eh: -9944.281996

```
259
Properties=species:S:1:pos:R:3:mulliken_spin:R:1
Cu -1.933 1.665 0.367 0.00
Y -2.659 -0.523 -4.986 0.00
N 0.236 0.467 0.488 0.00
S 0.928 -0.106 1.740 -0.01
O 0.957 0.817 2.761 0.00
O 2.044 -0.974 1.553 0.00
F -0.237 -1.104 2.074 0.00
S 0.955 0.459 -1.000 0.00
O 1.093 -0.817 -1.620 0.00
O 2.156 1.194 -1.170 0.00
F -0.123 1.223 -2.054 0.00
N -2.057 3.804 0.441 0.00
S -3.439 4.564 -0.106 0.00
O -3.290 4.788 -1.525 0.00
O -3.702 5.664 0.717 0.00
F -4.468 3.585 0.077 0.00
S -0.754 4.572 1.023 0.00
O -0.541 4.601 2.469 0.00
O -0.586 5.760 0.184 0.00
F 0.402 3.489 0.559 0.00
Cl -3.091 -4.360 -0.496 0.00
O -2.416 -3.086 -0.586 0.00
O -2.297 -5.321 -1.235 0.00
O -3.214 -4.673 0.900 0.00
O -4.384 -4.291 -1.154 0.00
S -3.440 0.444 -2.381 0.00
O -2.684 0.208 -1.174 0.00
O -2.560 0.997 -3.458 0.00
O -3.698 -0.905 -3.183 0.00
O -4.648 1.214 -2.337 0.00
C 6.474 2.951 -1.496 0.00
C 5.218 2.169 -1.462 0.00
C 5.064 1.269 -2.659 0.00
O 4.626 1.966 -3.823 0.00
C 3.249 2.257 -3.900 0.00
N 5.078 1.339 -0.308 0.00
H 6.523 3.603 -2.366 0.00
H 7.339 2.326 -1.548 0.00
H 6.505 3.585 -0.590 0.00
H 4.349 2.851 -1.525 0.00
H 4.359 0.449 -2.348 0.00
H 6.017 0.859 -2.935 0.00
H 3.046 2.651 -4.901 0.00
H 2.867 3.043 -3.185 0.00
H 2.703 1.322 -3.681 0.00
H 4.962 1.945 0.507 0.00
H 4.150 0.952 -0.371 0.00
C 5.255 2.709 4.821 0.00
C 5.487 3.176 3.386 0.00
C 4.201 3.549 2.791 0.00
O 4.448 3.911 1.463 0.00
C 3.404 4.514 0.758 0.00
N 6.600 4.172 3.356 0.00
H 5.145 3.636 5.382 0.00
H 6.200 2.250 5.129 0.00
H 4.484 1.952 4.963 0.00
H 5.817 2.363 2.749 0.00
H 3.689 4.297 3.416 0.00
H 3.476 2.692 2.724 0.00
H 2.965 5.356 1.324 0.00
H 2.572 3.837 0.608 0.00
H 3.770 4.798 -0.199 0.00
H 6.377 4.997 3.919 0.00
H 6.613 4.521 2.412 0.00
C -5.825 -1.947 2.315 0.00
C -5.235 -0.541 2.260 0.00
C -3.805 -0.519 1.711 -0.02
O -3.299 0.808 1.777 0.00
C -2.878 1.341 3.019 0.00
N -6.101 0.393 1.512 0.00
H -6.245 -2.263 1.365 0.00
H -6.700 -1.902 3.035 0.00
H -5.121 -2.722 2.650 0.00
H -5.229 -0.117 3.305 0.00
H -3.774 -0.761 0.656 0.00
H -3.088 -1.254 2.159 0.01
H -2.045 0.783 3.447 0.00
H -3.646 1.202 3.767 0.00
H -2.636 2.389 2.886 0.00
H -6.130 0.110 0.564 0.00
H -5.765 1.335 1.590 0.00
C -2.715 6.797 -4.391 0.00
C -2.272 5.371 -4.402 0.00
C -1.181 5.045 -3.433 0.00
O 0.049 5.265 -4.098 0.00
C 1.117 5.507 -3.218 0.00
N -3.348 4.388 -4.376 0.00
H -1.804 7.421 -4.332 0.00
H -3.301 7.015 -3.480 0.00
H -3.348 7.047 -5.269 0.00
H -1.750 5.218 -5.365 0.00
H -1.247 3.986 -3.122 0.00
H -1.268 5.665 -2.506 0.00
H 0.996 6.538 -2.833 0.00
H 2.014 5.438 -3.810 0.00
H 1.108 4.750 -2.420 0.00
H -4.256 4.817 -4.550 0.00
H -3.491 4.077 -3.413 0.00
C 6.667 -1.714 2.787 0.00
C 5.169 -1.486 2.968 0.00
C 4.710 -1.758 4.408 0.00
O 3.300 -1.854 4.464 0.00
C 2.923 -1.842 5.816 0.00
N 4.896 -0.104 2.585 0.00
H 7.099 -0.823 3.242 0.00
H 6.978 -1.864 1.720 0.00
H 7.004 -2.570 3.417 0.00
H 4.546 -2.119 2.337 0.00
H 5.141 -0.944 5.049 0.00
H 5.190 -2.700 4.781 0.00
H 3.220 -0.923 6.296 0.00
H 3.482 -2.572 6.373 0.00
H 1.833 -1.876 5.790 0.00
H 5.393 0.199 1.742 0.00
H 3.938 0.052 2.424 0.00
C 4.420 -2.096 -3.754 0.00
O 3.376 -2.940 -4.136 0.00
C 3.600 -3.548 -5.398 0.00
C 2.645 -4.694 -5.596 0.00
N 2.683 -5.081 -7.019 0.00
C 1.852 -6.219 -7.358 0.00
C 2.222 -6.796 -8.733 0.00
O 2.145 -5.813 -9.756 0.00
C 2.760 -6.216 -10.925 0.00
H 5.289 -2.653 -3.392 0.00
H 4.013 -1.520 -2.904 0.00
H 4.775 -1.428 -4.547 0.00
H 4.598 -3.961 -5.498 0.00
H 3.523 -2.801 -6.180 0.00
H 1.724 -4.423 -5.058 0.00
H 3.032 -5.620 -5.070 0.00
H 2.554 -4.267 -7.608 0.00
H 0.733 -6.047 -7.399 0.00
H 2.002 -6.985 -6.579 0.00
H 1.564 -7.643 -8.955 0.00
H 3.290 -7.179 -8.651 0.00
H 3.860 -6.428 -10.794 0.00
H 2.754 -5.406 -11.637 0.00
H 2.229 -7.049 -11.343 0.00
C -5.107 4.197 5.748 0.00
O -4.340 3.574 6.774 0.00
C -2.997 3.439 6.465 0.00
C -2.236 3.609 7.850 0.00
N -2.468 2.394 8.596 0.00
C -1.991 2.596 9.949 0.00
C -2.137 1.370 10.786 0.00
O -3.489 0.973 10.863 0.00
C -3.620 -0.230 11.576 0.00
H -5.284 3.526 4.860 0.00
H -4.630 5.143 5.451 0.00
H -6.069 4.354 6.199 0.00
H -2.724 4.233 5.765 0.00
H -2.823 2.441 6.016 0.00
H -2.552 4.515 8.392 0.00
H -1.182 3.774 7.745 0.00
H -3.456 2.271 8.592 0.00
H -2.516 3.518 10.380 0.00
H -0.912 2.848 9.926 0.00
H -1.734 1.559 11.780 0.00
H -1.515 0.539 10.409 0.00
H -3.132 -1.088 11.057 0.00
H -4.683 -0.416 11.627 0.00
H -3.216 -0.031 12.554 0.00
C 1.696 2.852 -7.938 0.00
O 0.814 2.124 -7.203 0.00
C -0.004 2.924 -6.344 0.00
C -1.049 2.069 -5.640 0.00
N -1.915 1.168 -6.536 0.00
C -3.000 1.882 -7.205 0.00
C -4.200 1.875 -6.260 0.00
O -4.490 0.549 -5.851 0.00
C -5.707 0.470 -5.040 0.00
H 1.947 2.264 -8.779 0.00
H 2.589 3.037 -7.312 0.00
H 1.214 3.788 -8.251 0.00
H -0.464 3.772 -6.883 0.00
H 0.617 3.375 -5.541 0.00
H -1.755 2.692 -5.063 0.00
H -0.592 1.384 -4.934 0.00
H -1.324 0.753 -7.301 0.00
H -3.245 1.410 -8.182 0.00
H -2.745 2.946 -7.438 0.00
H -5.111 2.383 -6.658 0.00
H -3.906 2.449 -5.345 0.00
H -5.628 -0.431 -4.490 0.00
H -6.456 0.512 -5.815 0.00
H -5.696 1.233 -4.305 0.00
C 1.011 -0.670 -5.172 0.00
O -0.239 -1.220 -4.685 0.00
C 0.061 -2.458 -4.028 0.00
C -1.292 -3.012 -3.496 0.00
N -2.309 -2.929 -4.546 0.00
C -3.640 -3.576 -4.278 0.00
C -4.306 -3.569 -5.664 0.00
O -4.086 -2.234 -6.245 0.00
C -4.841 -1.889 -7.397 0.00
H 1.595 -0.673 -4.259 0.00
H 0.795 0.268 -5.660 0.00
H 1.436 -1.288 -5.948 0.00
H 0.799 -2.374 -3.243 0.00
H 0.478 -3.143 -4.795 0.00
H -1.631 -2.393 -2.639 0.00
H -1.249 -4.060 -3.085 0.00
H -1.934 -3.532 -5.239 0.00
H -4.203 -3.059 -3.517 0.00
H -3.559 -4.583 -3.887 0.00
H -5.346 -3.858 -5.792 0.00
H -3.767 -4.322 -6.263 0.00
H -4.508 -2.473 -8.244 0.00
H -4.695 -0.828 -7.566 0.00
H -5.907 -2.028 -7.104 0.00
C -3.493 -3.097 5.233 0.00
O -2.283 -2.413 5.304 0.01
C -2.192 -1.503 6.387 0.00
C -0.801 -0.972 6.467 0.00
N -0.663 -0.099 7.678 0.00
C 0.778 0.270 7.953 0.00
C 1.440 1.124 6.918 0.00
O 0.707 2.334 6.919 0.00
C 0.935 3.155 5.742 0.00
H -4.381 -2.460 5.070 0.00
H -3.666 -3.666 6.171 0.00
H -3.402 -3.755 4.367 0.00
H -2.455 -1.925 7.360 0.00
H -2.921 -0.673 6.291 0.00
H -0.552 -0.444 5.544 0.00
H -0.170 -1.874 6.528 0.00
H -1.197 0.783 7.519 0.00
H 1.332 -0.663 8.120 0.00
H 0.816 0.832 8.858 0.00
H 1.443 0.735 5.898 0.00
H 2.507 1.264 7.228 0.00
H 0.417 2.690 4.896 0.00
H 2.018 3.198 5.523 0.00
H 0.578 4.151 6.072 0.00
C 2.042 -5.261 4.523 0.00
O 1.165 -5.029 3.352 0.01
C 0.485 -3.865 3.505 0.04
C -0.758 -3.876 2.674 0.05
N -0.436 -4.025 1.269 0.83
C 0.733 -3.518 0.517 0.05
C 1.231 -4.623 -0.352 0.03
O 1.327 -5.784 0.453 0.00
C 2.088 -6.944 0.051 0.00
H 1.459 -5.319 5.433 0.00
H 2.795 -4.412 4.469 0.00
H 2.473 -6.210 4.357 0.00
H 1.013 -2.953 3.233 -0.02
H 0.133 -3.691 4.527 0.01
H -1.348 -2.940 2.814 0.02
H -1.491 -4.611 2.855 0.05
H -1.129 -4.596 0.792 -0.06
H 1.535 -3.209 1.172 0.01
H 0.420 -2.665 -0.110 -0.01
H 2.149 -4.241 -0.810 0.00
H 0.619 -4.867 -1.243 0.00
H 2.917 -6.615 -0.561 0.00
H 1.350 -7.617 -0.414 0.00
H 2.499 -7.398 0.950 0.00
```